No. 1
{"formula": "C3H31NO15S", "method": "ωB97M-V with the def2-TZVPD basis set", "charge": -2, "orbital_gap_ev": 6.426, "lumo_ev": 4.96, "mol_weight_g_mol": 353.340, "homo_ev": -1.47, "fmax_ev_per_a": 7.0, "e_tot_ev": -46653.5834, "elements": ["C", "C", "S", "N", "C", "O", "O", "H", "H", "H", "H", "H", "H", "H", "O", "H", "H", "O", "H", "H", "O", "H", "H", "O", "H", "H", "O", "H", "H", "O", "H", "H", "O", "H", "H", "O", "H", "H", "O", "H", "H", "O", "H", "H", "O", "H", "H", "O", "H", "H", "O"], "coordinates": [[-1.19910, -1.00362, 1.09029], [-2.65221, -1.31793, 0.91849], [-2.78835, -2.35036, -0.47905], [-0.71603, 0.10208, 0.25229], [0.58002, 0.11445, -0.16889], [1.41579, -0.62053, 0.40962], [0.84936, 0.93875, -1.07145], [-0.97951, -0.70600, 2.09127], [-0.58562, -1.90569, 0.82279], [-3.32849, -0.32014, 0.99369], [-2.95526, -1.80110, 1.83161], [-1.30696, 0.94737, 0.00931], [-1.43889, 3.26332, -2.13983], [-1.83708, 2.16479, -3.11175], [-1.52847, 3.07265, -3.05269], [-3.30537, 0.49218, -0.27533], [-3.72457, 1.45082, 0.73358], [-3.53886, 1.43219, -0.11504], [2.05677, -2.42568, 1.07586], [1.87813, -3.74374, 1.28398], [2.56486, -3.19625, 1.15147], [0.80142, 2.47560, -1.23339], [0.20046, 3.17474, -2.31856], [0.66385, 3.46329, -1.47145], [-0.67477, 1.20087, 2.23059], [0.37811, 1.78939, 3.34571], [-0.35108, 1.20656, 3.12521], [-0.09332, -3.79152, -1.39040], [-0.86787, -3.76099, -0.06463], [-0.10699, -4.20600, -0.52118], [2.36476, 1.52735, -0.05307], [2.42074, 0.65954, 1.32427], [2.83908, 1.42789, 0.89618], [1.30739, -0.59099, 4.09753], [1.18180, -0.63075, 2.62171], [1.63206, -1.00628, 3.33960], [-2.00865, 2.38718, -0.02281], [-0.74982, 3.48590, -0.40492], [-1.18317, 2.74282, 0.18649], [2.55798, -2.49197, -1.92365], [1.39951, -1.56529, -2.28832], [1.86437, -2.24756, -2.62254], [-0.72215, -0.14636, -2.94240], [-1.43860, 0.33070, -1.89662], [-1.55268, 0.43458, -2.85658], [0.61873, 3.60527, 1.50987], [1.96013, 2.68295, 1.85208], [1.22046, 3.27408, 2.21394], [3.20846, -0.50167, -0.54995], [3.87746, -1.75803, -0.16720], [3.84376, -1.13671, -0.88429]]}

No. 2
{"formula": "C24H30BFIO5Tb", "method": "ωB97M-V with the def2-TZVPD basis set", "charge": 0, "orbital_gap_ev": [7.232, 7.165], "lumo_ev": [0.09, 0.11], "multiplicity": 7, "mol_weight_g_mol": 714.138, "s2": 12.684, "homo_ev": [-7.15, -7.05], "fmax_ev_per_a": 1.4, "e_tot_ev": -69544.2152, "elements": ["Tb", "C", "C", "C", "O", "C", "H", "H", "H", "H", "H", "H", "H", "H", "I", "C", "C", "C", "C", "C", "C", "C", "O", "O", "H", "H", "H", "H", "C", "C", "C", "O", "B", "O", "C", "C", "C", "H", "H", "H", "H", "H", "H", "H", "H", "H", "H", "H", "H", "F", "C", "C", "C", "C", "C", "C", "C", "H", "H", "H", "H", "H", "H"], "coordinates": [[-0.68008, 0.39143, -0.75711], [-2.74164, 3.90875, 0.81474], [-3.56985, 2.78560, 1.48606], [-3.78708, 1.76849, 0.36886], [-2.66581, 1.97495, -0.51614], [-2.54542, 3.41282, -0.61328], [-1.77884, 4.03487, 1.30804], [-3.25329, 4.86960, 0.82766], [-4.51894, 3.14555, 1.88097], [-3.01348, 2.33197, 2.30464], [-4.70022, 1.97595, -0.19415], [-3.78061, 0.73231, 0.68551], [-3.33529, 3.77176, -1.27785], [-1.57840, 3.64876, -1.04418], [-0.65444, -5.92930, 5.18810], [-0.89815, -4.26158, 3.96214], [-1.71830, -4.35201, 2.84483], [-1.87270, -3.24101, 2.02903], [-1.20105, -2.06215, 2.32544], [-0.38631, -1.98357, 3.44744], [-0.23423, -3.08290, 4.27730], [-1.30559, -0.89306, 1.41146], [-2.15985, -0.90172, 0.47135], [-0.49322, 0.07324, 1.52571], [-2.22894, -5.27611, 2.61376], [-2.49995, -3.28311, 1.14800], [0.13430, -1.05802, 3.65665], [0.39704, -3.02643, 5.15298], [1.90225, -2.93594, 0.96216], [2.12671, -2.28585, -0.39171], [3.43654, -1.51763, -0.37934], [1.05530, -1.31847, -0.57825], [0.21995, -1.66381, -1.67048], [0.67749, -2.82324, -2.23246], [1.92727, -3.25202, -1.62668], [1.77218, -4.71679, -1.25606], [3.00201, -3.11048, -2.69369], [1.92190, -2.16091, 1.72924], [2.68986, -3.65953, 1.18141], [0.93673, -3.43895, 1.01867], [3.44743, -0.84616, 0.47990], [3.55802, -0.91516, -1.27708], [4.28549, -2.19813, -0.29383], [0.93627, -4.87565, -0.57693], [2.68180, -5.10308, -0.79096], [1.58329, -5.28860, -2.16464], [3.07991, -2.08266, -3.04589], [2.72871, -3.73538, -3.54413], [3.97702, -3.43383, -2.32550], [-0.13654, 7.28795, -3.07139], [0.17600, 6.07202, -2.55879], [0.30802, 4.99502, -3.41015], [0.62049, 3.75242, -2.87432], [0.81038, 3.55534, -1.50004], [1.05024, 2.20503, -0.93968], [0.68524, 4.68791, -0.68620], [0.36405, 5.93983, -1.19975], [0.16537, 5.13329, -4.47459], [0.71702, 2.90316, -3.54359], [1.41407, 2.27835, 0.09162], [1.83556, 1.68653, -1.50890], [0.84364, 4.58309, 0.38225], [0.27065, 6.80727, -0.55819]]}